31
Properties=species:S:1:pos:R:3 method="wB97M-V/def2-TZVPD" s_squared=2.0263 e_tot_ha=-667.78106 spin_multiplicity=3 total_charge=+1 e_lumo_ha="-0.1293 / -0.2293" homo_lumo_gap_ev="6.92 / 6.60" e_above_lowest_ev=1.050
C -3.5650 0.2720 -1.8190
C -3.1379 -0.6444 -0.8980
C -2.7286 1.3038 -2.2960
C -1.7962 -0.6794 -0.5747
C -1.3744 1.1937 -2.0695
C -0.8974 0.2204 -1.1236
C 0.4648 -0.3238 1.8404
C 0.4227 0.4449 -0.6587
C 1.9479 -0.1500 -2.6852
C -0.2650 -0.6767 4.1181
C 1.5943 0.8275 -1.5516
N 0.8275 0.1382 0.5706
N -0.5791 -0.5964 2.6538
N 1.7560 -0.5405 2.4369
O -1.8363 -0.6606 2.4106
H -4.6880 0.2110 -2.1277
H -3.8267 -1.3480 -0.4792
H -3.3244 2.0109 -2.8423
H -1.5559 -1.3468 0.1489
H -0.8755 2.0161 -2.5369
H 1.9542 -1.0810 -2.1308
H 2.8723 0.0502 -3.1525
H 1.1602 -0.1058 -3.3757
H -0.2710 0.3485 4.5620
H -1.0746 -1.2013 4.4990
H 0.7887 -1.0587 4.4796
H 1.3118 1.7181 -2.0887
H 2.4232 0.8599 -0.9909
H 1.7987 0.2612 0.6730
H 1.9962 -1.4362 2.8578
H 2.1448 0.0899 3.0938



31
Properties=species:S:1:pos:R:3 method="wB97M-V/def2-TZVPD" e_tot_ha=-647.10298 spin_multiplicity=1 total_charge=+2 e_lumo_ha=-0.2841 homo_lumo_gap_ev=8.21 e_above_lowest_ev=1.379
C -3.8496 0.5306 -0.2006
C -2.9023 1.5351 -0.3582
C -3.4634 -0.7636 -0.0491
C -1.5205 1.3183 -0.2892
C -2.1819 -0.9755 0.3635
C -1.1399 -0.0044 0.2136
C 1.1344 -0.4263 -1.3022
C 1.8625 1.4258 -0.0102
C 0.1810 -0.2781 0.5421
C 1.9805 -1.6357 1.3571
C 0.4694 -1.4805 1.2778
N 1.8574 0.7224 -1.2486
N 1.0390 0.9534 0.8653
N 2.5656 2.5058 0.0313
N 0.9760 -1.1935 -2.2677
H -4.8820 0.7597 -0.4098
H -3.2587 2.5069 -0.7500
H -4.1076 -1.6748 0.0131
H -0.8031 2.1292 -0.2945
H -1.8360 -1.9679 0.6361
H 2.3249 -2.5919 0.8495
H 2.2385 -1.8299 2.4166
H 2.4990 -0.7811 0.9483
H 0.0032 -1.4654 2.2968
H -0.1050 -2.4563 0.8700
H 2.0361 1.1107 -2.1602
H 1.2293 1.1448 1.8099
H 3.2213 2.6710 -0.6668
H 2.4380 3.1835 0.7077
H 0.6151 -2.0772 -2.0499
H 1.3789 -0.8953 -3.1416



35
Properties=species:S:1:pos:R:3 method="wB97M-V/def2-TZVPD" e_tot_ha=-948.65526 spin_multiplicity=1 smiles="Cc1nn(CC(=O)N2CCOCC2)c(C)c1[N+](=O)[O-]" e_lumo_ha=0.0096 homo_lumo_gap_ev=9.86 e_above_lowest_ev=2.531
C 3.6576 1.5636 1.4100
C 2.4593 1.3453 0.5707
N 1.2669 1.1490 1.0826
N 0.4158 0.9942 0.0563
C -0.9578 0.7050 0.3404
C -1.2684 -0.7707 0.0261
O -0.4439 -1.4830 -0.5068
N -2.5073 -1.1982 0.3402
C -3.5406 -0.4819 1.0549
C -3.7930 -1.1850 2.3984
O -4.1440 -2.5320 2.2044
C -3.1286 -3.2321 1.5186
C -2.8489 -2.5987 0.1530
C 1.0190 1.0780 -1.1379
C 0.3029 0.9361 -2.4237
C 2.3681 1.3163 -0.8510
N 3.4183 1.5099 -1.7587
O 4.5364 1.6796 -1.3061
O 3.1624 1.5111 -2.9521
H 4.1248 2.5141 1.1586
H 4.3929 0.7842 1.2176
H 3.3727 1.5532 2.4578
H -1.0924 0.9060 1.4052
H -1.6111 1.3518 -0.2543
H -4.4599 -0.5221 0.4585
H -3.2719 0.5582 1.2198
H -2.8868 -1.1147 3.0204
H -4.6298 -0.7218 2.9232
H -2.2042 -3.2343 2.1153
H -3.4877 -4.2550 1.4031
H -3.7430 -2.6632 -0.4754
H -2.0120 -3.0928 -0.3401
H -0.0543 -0.0877 -2.5288
H -0.5550 1.6075 -2.4632
H 0.9783 1.1619 -3.2436



Looking at M for the records above, in order, we have 206.269 204.277 268.273 g/mol.